Entry 1:
Below is a 2-piece molecular cluster, C3H8O3 overall, with properties calculated with ωB97M-V with the def2-TZVPD basis set.

The geometry in XYZ format:
```
14
Properties=species:S:1:pos:R:3:forces:R:3
H -1.5745 0.1286 -0.6191 -0.8 -0.2 -0.6
H 1.1792 2.0021 -1.2576 -0.2 -0.1 -0.3
H -1.5646 -2.8049 2.1263 0.0 0.5 0.1
H 2.9650 0.2307 -1.8022 -0.1 -0.2 -0.1
C 1.3677 1.1182 -0.6531 -0.1 -0.5 0.9
O -1.9943 -1.9399 2.0515 -0.8 -1.1 -0.3
O -0.3131 0.4047 1.0535 0.4 0.0 0.4
H 2.0641 1.4571 0.1161 -0.2 -0.3 0.2
C 1.9546 -0.0336 -1.4818 0.0 0.2 -0.5
O -0.8235 0.4711 -1.1242 0.1 -0.2 1.3
H -1.3825 -1.2773 2.3340 0.8 0.6 0.2
C 0.0332 0.6395 -0.0670 0.7 0.8 -1.7
H 1.3264 -0.2382 -2.3455 0.1 0.4 -0.3
H 1.9684 -1.0061 -0.9996 0.2 0.1 0.7
```
Forces are in eV/Å.

Properties
relative energy (zero: lowest compared OMol25 entry of this formula, charge and spin): 5.31 kcal per mole
HOMO energy: -10.721 eV
SMILES: CCC(=O)O.O

***

Entry 2:
Below is an isolated ion of composition C4H14N3OP and charge +2, with properties calculated with ωB97M-V with the def2-TZVPD basis set.

The geometry in XYZ format:
```
23
Properties=species:S:1:pos:R:3:forces:R:3
H 2.1070 1.1972 -1.2842 -0.2 0.0 0.6
H -3.7964 -1.2645 0.3121 0.3 -1.7 0.4
H 0.9129 -0.5553 1.5582 1.6 -0.4 -0.2
N 1.8205 -0.7351 0.9957 -3.1 2.5 -0.4
H 2.4149 1.2638 1.7075 -0.1 -0.6 -1.1
C 2.4210 0.6965 0.7309 -0.2 0.2 -0.9
H -2.5692 -0.6432 -1.4897 0.0 -1.5 -0.6
H -2.8142 0.9323 -1.2241 -0.5 1.2 0.3
C 0.3302 1.5338 -0.3231 -1.3 2.9 3.0
H 3.4386 0.5107 0.3503 -0.3 0.2 0.5
P -0.7957 0.1639 0.1124 2.0 -2.0 -4.8
H 2.3840 -1.2675 1.5951 1.4 -1.4 0.8
H 0.0642 1.9213 -1.2672 -0.8 0.9 -0.9
C -2.6005 0.0374 -0.6883 2.9 0.6 -0.5
H -2.8399 -0.1166 1.2607 -1.2 -1.0 -0.2
O -1.0040 -0.0286 1.5213 -0.9 -0.4 3.7
H 1.0648 -2.4009 -0.1854 -0.2 0.4 0.5
H 0.1391 2.3108 0.5890 -0.2 -1.4 -2.2
N 1.6841 1.3165 -0.3618 2.7 -1.6 0.6
H -4.3270 0.1520 0.4324 -1.0 1.4 0.2
H 1.8412 -1.1731 -1.2046 -0.5 0.4 1.3
N -3.4622 -0.3345 0.4026 1.0 0.9 1.2
C 1.2782 -1.3279 -0.2438 -1.5 0.1 -1.2
```
Forces are in eV/Å.

Properties
charge: +2
HOMO energy: -16.897 eV

***

Entry 3:
Below is C35H52AsP3PdS as an isolated structure, with properties calculated with ωB97M-V with the def2-TZVPD basis set.

The geometry in XYZ format:
```
93
Properties=species:S:1:pos:R:3:forces:R:3
C 3.9040 -2.4042 1.4278 -0.2 -0.2 0.1
C -2.6134 -3.1293 0.9642 -0.1 0.1 0.1
H -1.9862 4.2419 1.2153 -0.2 -0.1 -0.1
C 0.9600 1.4896 -3.3157 -0.5 -0.5 -2.1
H 2.8521 3.0677 -2.2867 0.1 0.3 0.1
H 0.2492 3.8159 1.5075 0.1 0.2 -0.2
C 0.0408 -3.7345 0.3335 -0.3 0.1 -0.1
C 4.8182 -4.6122 1.8487 -0.1 0.2 0.0
H -3.2790 3.2243 1.8720 0.1 -0.1 -0.1
H 1.8822 4.5669 -2.2349 0.1 -0.1 0.1
C 2.1632 1.7816 0.3921 -0.1 -0.3 0.0
H 1.6714 -3.1386 -4.4369 -0.2 0.0 0.0
H 1.6923 4.6871 0.9191 -0.3 -0.1 0.0
H -3.8840 0.8388 1.1622 0.1 0.0 -0.2
C 2.6470 -2.8662 1.8606 0.5 0.5 0.1
H -3.6476 -2.8873 1.2155 0.3 -0.2 -0.1
C -1.4802 -2.2717 -3.4413 -0.2 0.2 0.4
H -2.5325 -2.3659 -3.7093 0.3 -0.1 -0.2
H 2.9610 -3.2657 -1.7191 0.5 -0.5 -0.5
H 0.1012 5.0101 0.1809 0.2 -0.2 0.1
H -1.8033 -1.6635 2.3332 0.0 -0.2 -0.2
H -0.7842 0.2650 -3.8336 0.3 0.6 -0.1
C -1.5777 -2.4330 1.5911 0.2 -0.2 -0.4
C 2.3648 3.7918 -1.6287 0.0 -0.2 0.0
H -1.9357 -1.0678 -1.6848 0.1 -0.3 -0.1
H -2.1839 5.1608 -0.9400 0.1 0.0 -0.2
H -3.1441 -4.6622 -0.4652 0.2 0.1 0.2
C -1.7736 5.2213 -1.9521 0.1 0.0 0.0
P 1.1518 2.9298 -0.5923 0.8 1.4 0.5
As 1.1881 -1.5614 1.9406 -0.4 -1.3 0.5
Pd -0.4965 1.9664 -1.8948 -1.7 0.2 2.6
C -1.1618 -1.5572 -2.2768 0.3 0.0 0.3
H -3.7886 2.0816 -2.7502 -0.2 0.2 0.0
H -3.9817 3.3586 -1.5148 0.1 -0.1 -0.4
H -0.7716 -5.1836 -1.0388 -0.1 0.1 0.3
H -0.7258 4.1802 -4.8199 -0.2 0.1 -0.1
C 0.8715 -2.7286 -3.8271 -0.7 -0.9 -0.5
H -1.8200 1.5711 2.8257 0.1 0.0 -0.3
H -0.1812 1.9597 2.2550 -0.3 -0.2 0.0
H 3.4243 -6.0797 2.6197 0.1 0.2 -0.1
H 1.5230 2.3684 -3.6336 -0.3 -0.3 0.0
H 3.0262 2.3513 0.7695 -0.2 -0.2 -0.1
H -0.6788 -3.2378 3.8371 0.2 0.2 0.3
H -0.7452 -3.3836 -5.1242 0.3 0.2 0.2
C -0.0762 -2.5759 4.4606 -1.0 -0.6 1.8
C -2.7045 3.4537 0.9682 0.2 0.2 0.0
C 4.9871 -3.2870 1.4256 0.0 -0.1 -0.1
C -1.0017 -4.4264 -0.2857 0.0 0.0 -0.1
C -0.2442 -2.7389 1.2759 -0.1 0.5 -0.1
H -3.4077 3.8311 0.2229 0.2 -0.1 0.2
C 1.1773 -2.0943 -2.6100 0.4 0.0 -0.1
P -1.8394 1.9308 0.4210 -0.5 -0.2 0.3
H 0.4384 -0.9873 -0.9516 -0.2 0.1 -0.1
H -2.8249 -0.2686 0.2504 -0.1 0.1 0.0
H 1.6067 1.3654 1.2434 0.2 0.1 -0.4
C 2.4695 -4.1774 2.3056 0.3 -0.1 0.1
H -3.7985 0.9512 -0.6162 0.0 -0.1 0.2
S 2.7631 -1.9604 -1.9047 -0.7 0.1 0.2
H 1.4882 -4.5174 2.6558 0.5 0.1 -0.1
C -0.4663 -2.8395 -4.2207 0.8 -0.2 -0.1
H 1.0755 -3.9603 0.0716 -0.3 0.0 0.1
P -1.9366 3.6279 -2.8194 -0.6 1.5 0.1
C 0.5576 -1.7680 6.6644 0.1 0.2 0.6
C 0.1561 -1.4827 -1.8771 -0.8 0.9 0.6
H 2.5175 0.9535 -0.2356 0.0 0.2 0.2
C 1.5118 -0.9219 6.0827 1.0 0.8 -1.4
H -2.2503 3.3318 -5.2269 0.1 0.2 0.1
C 1.6628 -0.8877 4.6934 0.4 0.6 2.0
H -0.7200 5.5137 -1.8964 -0.2 0.1 -0.1
H 5.9626 -2.9370 1.0858 -0.2 -0.1 0.1
H 2.3998 -0.2256 4.2318 -0.2 -0.2 0.2
H 4.0233 -1.3616 1.1086 0.1 -0.4 0.2
H -2.3236 5.9857 -2.5113 0.1 -0.1 0.1
H -0.8560 0.3276 2.0047 -0.1 0.4 -0.2
C -1.7913 4.0910 -4.5803 0.2 -0.4 0.0
H -4.3165 3.7234 -3.2246 0.1 -0.1 0.1
C -3.6720 3.1530 -2.5458 0.0 -0.4 0.0
C -0.2322 -2.5902 5.8549 -0.8 -0.9 -1.9
H 3.1050 4.2539 -0.9649 -0.1 0.0 -0.2
H 1.5785 0.6649 -2.9706 -0.2 0.1 0.2
H -0.9787 -3.2511 6.2998 0.3 0.2 -0.1
H -0.7105 1.9618 -4.6223 0.2 -0.5 0.5
H 0.4331 -1.7878 7.7490 0.0 0.0 -0.3
H 5.6687 -5.2975 1.8458 -0.3 0.2 0.0
H -2.2736 5.0558 -4.7764 0.0 -0.2 0.2
C -3.2207 0.7514 0.2922 -0.1 -0.1 -0.2
C -2.3298 -4.1265 0.0266 0.1 0.1 -0.1
H 2.1384 -0.2888 6.7120 -0.2 -0.2 -0.1
C 0.7373 4.2325 0.6199 -0.1 -0.1 0.0
C 3.5646 -5.0529 2.2830 -0.3 0.1 0.0
C -0.3267 1.2639 -3.8654 1.5 -0.4 -1.0
C 0.8578 -1.7096 3.8853 0.3 -0.1 -1.4
C -1.0948 1.4024 2.0147 0.2 -0.2 0.2
```
Forces are in eV/Å.

Properties
charge: +4
2S+1: 5
HOMO energy (spin up / spin down): -17.938 / -18.309 eV